Entry w
Formula: C3H11NOS2
Source: the Open Molecules 2025 dataset
Level of theory: ωB97M-V with the def2-TZVPD basis set

Values from the calculation:
multiplicity	1
SMILES string	CNCCSS.O
LUMO	0.53	eV

Geometry as XYZ:
```
18
Properties=species:S:1:pos:R:3:nbo_charge:R:1
C -2.11707 0.17677 0.96346 -0.41
N -1.13003 0.26462 -0.12930 -0.62
C -0.06232 1.19206 0.17123 -0.24
C 0.82943 1.45434 -1.04705 -0.54
S 1.47502 0.00964 -1.90011 0.10
S 2.78935 -0.70918 -0.46798 -0.15
H -2.65657 1.12388 1.02066 0.19
H -2.84179 -0.57863 0.67548 0.20
H -1.68745 -0.06313 1.93239 0.17
H -0.70560 -0.65169 -0.19350 0.36
H 0.58180 0.84387 0.99749 0.17
H -0.44224 2.16497 0.50886 0.20
H 0.38082 2.17968 -1.70834 0.24
H 1.72523 1.98134 -0.69704 0.21
H 3.33715 0.49819 -0.24744 0.13
O 0.29144 -3.29752 0.42897 -0.93
H -0.49854 -3.68608 0.03597 0.47
H 0.73140 -2.90314 -0.34374 0.47
```

Entry x
Formula: C3H11NOS2
Source: the Open Molecules 2025 dataset
Level of theory: ωB97M-V with the def2-TZVPD basis set

Values from the calculation:
multiplicity	1
LUMO	0.09	eV

Geometry as XYZ:
```
18
Properties=species:S:1:pos:R:3:nbo_charge:R:1
N -2.18169 -2.00968 0.56610 -0.84
C -1.03671 -1.07528 0.86244 -0.31
C -1.02271 0.33821 0.38065 -0.58
S 0.80364 1.21989 -0.43284 0.04
S 2.08164 -0.33346 -0.69994 0.16
C 3.31079 0.09020 0.49652 -0.78
H -3.07569 -1.55723 0.61665 0.37
H -2.08595 -2.63370 -0.26963 0.37
H -0.97677 -1.03394 1.97118 0.17
H -0.13133 -1.65401 0.53881 0.21
H -0.28298 0.27549 -0.70997 0.26
H -1.57074 1.06112 1.06630 0.24
H 2.79082 -0.03310 1.52162 0.24
H 3.97157 -0.75027 0.49657 0.23
H 3.96932 0.93967 0.35383 0.24
H -4.39370 1.77639 -0.08205 0.47
H -3.22287 0.73503 -0.03283 0.48
O -4.17406 0.83009 -0.21831 -0.96
```

Least stable = entry x